1) Entry from the Open Molecules 2025 dataset: C58H65BBrF9N7P2SSiSr as an isolated structure (ωB97M-V/def2-TZVPD).

## Properties
Net charge: -1
HOMO level (Ha): -0.169

Each line ends with the Mulliken charge.
Atoms and positions in Å:
Sr -0.664 -0.034 0.153  1.6472
C -3.247 -0.379 0.291  -0.4333
Si -4.067 -1.090 1.721  -0.7263
C -2.957 -2.399 2.527  -0.7642
N -1.565 -1.956 2.720  0.9527
C -1.368 -0.925 3.747  2.0354
C -0.936 -1.467 5.124  -0.5857
C -1.444 -2.889 5.334  -1.1703
C -0.880 -3.823 4.249  -0.8165
C -0.644 -3.069 2.922  0.2308
C -4.629 0.175 3.018  0.6871
C -4.717 -0.122 4.383  -0.0786
C -5.172 0.811 5.306  -0.6772
C -5.573 2.070 4.878  -0.7061
C -5.516 2.381 3.526  -0.4380
C -5.043 1.447 2.612  -0.4164
C -5.673 -2.025 1.296  0.5164
C -6.922 -1.708 1.834  -0.1208
C -8.081 -2.355 1.414  -0.7522
C -8.013 -3.342 0.442  -0.4455
C -6.781 -3.679 -0.107  -0.7825
C -5.632 -3.025 0.315  -0.4539
H -3.660 0.611 0.046  0.2060
H -3.427 -1.027 -0.578  -0.0731
H -2.927 -3.240 1.822  0.7212
H -3.420 -2.795 3.447  0.2295
H -2.289 -0.359 3.846  -1.0351
H -0.606 -0.220 3.391  -1.1773
H -1.304 -0.801 5.909  0.5525
H 0.155 -1.475 5.200  0.2553
H -2.537 -2.886 5.293  0.1852
H -1.169 -3.249 6.328  0.5862
H -1.564 -4.661 4.097  0.3789
H 0.074 -4.246 4.578  0.4285
H -0.725 -3.753 2.080  0.5223
H 0.371 -2.668 2.895  -1.0405
H -4.432 -1.110 4.737  0.3300
H -5.218 0.555 6.359  0.4026
H -5.929 2.802 5.594  0.3659
H -5.840 3.357 3.182  0.4795
H -4.993 1.710 1.559  0.2574
H -6.997 -0.938 2.595  0.3698
H -9.040 -2.083 1.841  0.3926
H -8.914 -3.846 0.111  0.3539
H -6.718 -4.443 -0.873  0.4222
H -4.680 -3.286 -0.140  0.1515
B -2.614 3.401 -0.163  -0.7816
N -1.710 3.212 1.111  1.6918
C -2.149 3.465 2.354  -1.0746
C -1.168 3.100 3.257  -1.0816
C -0.134 2.621 2.446  -0.9229
N -0.464 2.693 1.150  0.0881
N -1.928 2.914 -1.484  -0.7041
C -2.221 3.436 -2.684  -0.5668
C -1.585 2.695 -3.664  -1.5882
C -0.894 1.720 -2.944  -0.8298
N -1.110 1.853 -1.633  2.1933
H -2.857 4.581 -0.310  -0.2005
H -3.629 2.767 0.020  -0.1790
H -3.129 3.882 2.517  0.5917
H -1.195 3.186 4.331  0.5250
H 0.840 2.251 2.731  0.6990
H -2.863 4.298 -2.762  0.5347
H -1.605 2.859 -4.729  0.4631
H -0.252 0.932 -3.312  0.3385
F 6.003 3.203 -5.118  -0.3319
C 5.155 3.260 -4.093  0.4631
C 4.973 4.453 -3.414  0.4024
F 5.658 5.532 -3.789  -0.3269
C 4.087 4.509 -2.358  0.7966
F 3.959 5.685 -1.745  -0.4187
C 3.371 3.396 -1.937  -0.8382
P 2.157 3.389 -0.532  1.4608
C 1.118 4.815 -1.102  0.6290
C 0.908 4.963 -2.474  -0.1045
C 0.115 5.985 -2.972  -0.8372
C -0.516 6.866 -2.106  -0.6157
C -0.354 6.702 -0.741  -1.0049
C 0.452 5.686 -0.244  -0.1592
C 3.260 4.105 0.790  0.4711
C 2.773 4.794 1.900  0.1191
C 3.630 5.306 2.865  -0.9592
C 5.000 5.128 2.756  -0.5989
C 5.499 4.382 1.697  -0.8845
C 4.639 3.863 0.742  -0.3361
C 3.573 2.204 -2.634  0.2102
Br 2.682 0.599 -2.168  -0.0461
C 4.453 2.139 -3.705  0.1550
F 4.642 1.009 -4.389  -0.3422
H 1.364 4.271 -3.172  0.3218
H -0.025 6.077 -4.042  0.3990
H -1.147 7.656 -2.494  0.3637
H -0.868 7.358 -0.050  0.4125
H 0.535 5.584 0.825  0.0075
H 1.711 4.930 2.043  -0.0632
H 3.216 5.834 3.715  0.4294
H 5.668 5.542 3.501  0.4094
H 6.564 4.202 1.610  0.3872
H 5.062 3.275 -0.063  0.2942
F 1.858 -1.953 -1.315  -0.2235
C 1.641 -2.452 0.016  -0.5406
F 0.238 -2.724 -0.028  -0.2893
C 2.267 -3.832 -0.031  0.6352
F 2.019 -4.584 -1.135  -0.2279
F 1.861 -4.566 1.024  -0.2287
F 3.613 -3.722 0.043  -0.2964
C 3.924 -0.267 1.271  -1.2121
P 2.399 -0.410 2.283  2.4142
C 2.815 -1.940 3.229  -1.5643
C 2.835 0.734 3.686  -0.1769
C 1.890 0.862 4.711  -0.4301
C 2.135 1.638 5.832  -0.7956
C 3.344 2.313 5.957  -0.7235
C 4.290 2.202 4.950  -0.5580
C 4.036 1.427 3.823  -0.7780
H 4.806 -0.563 1.844  0.4992
H 4.046 0.757 0.912  -0.0536
H 3.815 -0.930 0.414  0.1506
H 2.834 -2.796 2.557  0.3222
H 2.072 -2.115 4.007  0.2532
H 3.792 -1.816 3.699  0.5815
H 0.942 0.346 4.624  0.5416
H 1.383 1.718 6.608  0.4913
H 3.541 2.926 6.828  0.3678
H 5.235 2.723 5.036  0.4397
H 4.793 1.366 3.052  0.1759
C -4.642 -0.935 -4.494  -1.4454
C -3.275 -0.365 -4.138  0.2470
N -2.163 -1.219 -4.554  -0.1046
C -1.645 -2.214 -3.791  0.1145
S -2.391 -2.724 -2.381  -0.0561
N -0.493 -2.743 -4.255  -0.1030
C 0.291 -3.752 -3.547  0.4479
C -0.140 -5.177 -3.865  -1.2594
H -5.425 -0.228 -4.208  0.3952
H -4.808 -1.868 -3.956  0.2905
H -4.715 -1.125 -5.568  0.3745
H -3.204 -0.211 -3.062  -0.2043
H -3.131 0.600 -4.622  0.2231
H -1.633 -0.921 -5.356  0.2509
H -0.126 -2.398 -5.126  0.2279
H 0.189 -3.559 -2.485  -0.5813
H 1.334 -3.597 -3.818  0.4100
H -1.184 -5.319 -3.587  0.2569
H 0.472 -5.879 -3.294  0.3647
H -0.021 -5.397 -4.929  0.3498

***

2) Entry from the Open Molecules 2025 dataset: C58H65BBrF9N7P2SSiSr as an isolated structure (ωB97M-V/def2-TZVPD).

## Properties
Net charge: -1
HOMO level (Ha): -0.163

Each line ends with the Mulliken charge.
Atoms and positions in Å:
Sr -0.520 -0.548 0.223  1.8317
C -2.642 0.180 -1.190  -1.3576
Si -3.599 1.605 -0.682  -0.4645
C -2.373 3.026 -0.400  0.1018
N -1.255 2.706 0.497  2.0508
C -1.615 2.734 1.917  -0.3179
C -1.930 4.140 2.439  -0.2369
C -0.749 5.078 2.190  -1.3485
C -0.341 5.035 0.719  -0.4964
C -0.105 3.589 0.284  0.6024
C -4.679 1.287 0.840  0.5846
C -5.073 2.300 1.718  0.1167
C -5.878 2.037 2.818  -0.7891
C -6.314 0.742 3.064  -0.5662
C -5.950 -0.279 2.198  -0.5265
C -5.147 -0.004 1.097  -0.5360
C -4.786 2.383 -1.964  0.2111
C -6.158 2.542 -1.764  -0.5657
C -6.984 3.063 -2.755  -0.7718
C -6.452 3.444 -3.978  -0.6564
C -5.090 3.291 -4.206  -0.7449
C -4.278 2.765 -3.212  0.3291
H -2.253 0.393 -2.196  0.2604
H -3.202 -0.761 -1.254  0.4651
H -2.870 3.984 -0.178  0.3678
H -1.942 3.158 -1.403  -0.8586
H -0.758 2.333 2.466  -0.1729
H -2.451 2.058 2.093  -0.3085
H -2.169 4.096 3.505  0.0639
H -2.821 4.534 1.940  0.0518
H 0.098 4.748 2.801  0.3441
H -0.992 6.099 2.500  0.5316
H 0.570 5.616 0.551  0.4689
H -1.122 5.487 0.099  0.1507
H 0.731 3.176 0.843  -0.5625
H 0.163 3.545 -0.768  -0.4736
H -4.735 3.317 1.547  0.3946
H -6.158 2.841 3.489  0.4125
H -6.930 0.529 3.930  0.3786
H -6.284 -1.293 2.382  0.3510
H -4.863 -0.813 0.433  0.4764
H -6.595 2.255 -0.813  0.3243
H -8.047 3.172 -2.570  0.3914
H -7.094 3.848 -4.752  0.3681
H -4.661 3.569 -5.162  0.4597
H -3.222 2.619 -3.429  0.0635
B -0.894 -4.295 -1.361  -0.0663
N -0.332 -3.225 -2.350  -0.4512
C -0.103 -3.463 -3.649  -0.5450
C 0.649 -2.428 -4.170  -1.1606
C 0.835 -1.580 -3.077  -1.3367
N 0.244 -2.059 -1.983  1.4279
N -2.022 -3.743 -0.446  -0.2547
C -3.187 -4.348 -0.176  -0.6563
C -3.824 -3.658 0.840  -1.2975
C -2.942 -2.616 1.133  -0.6948
N -1.862 -2.678 0.358  1.3673
H -1.384 -5.173 -2.036  -0.2567
H 0.015 -4.703 -0.681  -0.1729
H -0.483 -4.361 -4.106  0.4767
H 0.998 -2.301 -5.181  0.5181
H 1.355 -0.637 -3.039  0.9653
H -3.477 -5.229 -0.725  0.5527
H -4.775 -3.875 1.295  0.4847
H -3.050 -1.827 1.865  0.4403
F 6.016 1.093 -5.151  -0.3200
C 4.791 1.374 -4.719  0.4759
C 3.909 2.053 -5.534  0.3769
F 4.290 2.435 -6.752  -0.3151
C 2.640 2.339 -5.066  0.2492
F 1.852 3.033 -5.890  -0.3197
C 2.198 1.954 -3.808  -0.6390
P 0.481 2.286 -3.205  2.1876
C -0.589 1.994 -4.667  0.4407
C -0.918 2.937 -5.643  -0.0858
C -1.825 2.625 -6.642  -0.8869
C -2.408 1.364 -6.692  -0.5972
C -2.085 0.418 -5.734  -0.7601
C -1.190 0.738 -4.721  -0.4553
C 0.536 4.112 -3.062  -0.0987
C -0.650 4.847 -3.056  0.0626
C -0.640 6.206 -2.779  -0.7867
C 0.553 6.852 -2.489  -0.6924
C 1.735 6.126 -2.467  -0.7447
C 1.726 4.767 -2.746  -0.5222
C 3.122 1.299 -2.985  0.1089
Br 2.787 0.830 -1.185  0.0408
C 4.397 1.007 -3.446  0.1494
F 5.290 0.380 -2.681  -0.3249
H -0.469 3.920 -5.621  0.4557
H -2.076 3.370 -7.387  0.4352
H -3.125 1.128 -7.469  0.3811
H -2.544 -0.562 -5.747  0.4785
H -0.975 0.002 -3.957  -0.1049
H -1.596 4.357 -3.257  0.2102
H -1.573 6.756 -2.780  0.4570
H 0.559 7.912 -2.269  0.3594
H 2.670 6.616 -2.224  0.4256
H 2.657 4.215 -2.705  0.4289
F 1.153 -0.044 3.246  -0.3496
C 1.485 0.723 2.106  0.2547
F 2.617 0.003 1.561  -0.4322
C 2.223 1.898 2.747  0.3436
F 1.376 2.669 3.468  -0.2003
F 2.792 2.691 1.814  -0.2817
F 3.218 1.546 3.596  -0.3040
C 2.600 -2.625 3.089  -1.4336
P 1.476 -2.747 1.643  1.9094
C 2.635 -3.420 0.394  -1.6854
C 0.520 -4.222 2.180  0.4575
C -0.601 -3.976 2.972  -0.6417
C -1.388 -5.014 3.443  -0.0933
C -1.065 -6.327 3.124  -0.7446
C 0.044 -6.586 2.330  -0.7359
C 0.829 -5.540 1.861  -0.3273
H 3.046 -3.599 3.298  0.5388
H 2.035 -2.280 3.955  0.2440
H 3.375 -1.887 2.884  0.4256
H 3.237 -4.246 0.780  0.4470
H 3.305 -2.610 0.096  0.3669
H 2.080 -3.743 -0.486  0.2963
H -0.884 -2.950 3.189  -0.5321
H -2.272 -4.796 4.033  0.5256
H -1.687 -7.141 3.474  0.3635
H 0.291 -7.605 2.059  0.3887
H 1.672 -5.762 1.220  0.2714
C -2.686 -3.123 6.701  -1.2372
C -1.325 -2.630 6.233  0.5307
N -1.110 -1.213 6.484  -0.1438
C -1.604 -0.225 5.696  -0.3228
S -2.376 -0.509 4.243  0.1211
N -1.396 1.026 6.179  -0.1200
C -1.811 2.241 5.486  -0.2332
C -3.291 2.548 5.660  -0.9865
H -2.784 -4.195 6.519  0.4290
H -3.477 -2.605 6.160  0.1686
H -2.819 -2.947 7.771  0.3849
H -0.521 -3.172 6.736  0.4223
H -1.207 -2.796 5.165  -0.6611
H -0.872 -0.957 7.429  0.2373
H -0.700 1.127 6.897  0.2596
H -1.555 2.147 4.431  0.0238
H -1.210 3.052 5.901  0.3874
H -3.900 1.771 5.202  0.0167
H -3.533 3.497 5.179  0.4344
H -3.547 2.623 6.719  0.4088

***

Least stable structure: 1)

***

1) Entry from the Open Molecules 2025 dataset: C5H8N4 as an isolated structure (ωB97M-V/def2-TZVPD).

## Properties
HOMO level (Ha): -0.352

Each line ends with the natural charge from an NBO analysis.
Atoms and positions in Å:
C 1.750 0.448 -0.125  -0.7327
C 1.109 -0.869 -0.050  0.4019
C -2.371 -1.465 0.013  0.1603
C -1.281 0.369 0.085  0.3700
C -0.720 1.679 0.012  -0.6942
H 2.708 -0.047 -0.607  0.2535
H 2.313 0.917 1.055  0.2482
H 1.270 1.465 -0.661  0.2785
H 2.614 -1.958 0.261  0.3307
H -3.207 -2.188 0.439  0.2112
H -0.211 1.675 -1.029  0.2414
H 0.055 2.151 0.911  0.2617
H -1.496 2.708 -0.034  0.2607
N 1.517 -2.054 0.285  -0.5906
N -0.358 -0.749 -0.426  -0.3047
N -1.195 -1.949 -0.296  -0.2275
N -2.498 -0.133 0.166  -0.4685

***

2) Entry from the Open Molecules 2025 dataset: one molecule with the formula C5H8N4 (ωB97M-V/def2-TZVPD).

## Properties
SMILES: C1=NC(C2NN2)N=CC1
HOMO level (Ha): -0.321

Each line ends with the natural charge from an NBO analysis.
Atoms and positions in Å:
C 1.274 1.528 0.122  0.1729
N 0.211 1.260 0.628  -0.4197
C -0.639 0.354 0.072  0.0314
C -1.243 -0.484 1.320  0.0404
N -2.487 -1.144 1.005  -0.4770
N -1.283 -1.932 1.067  -0.4726
N -0.075 -0.600 -0.883  -0.4302
C 1.008 -0.362 -1.377  0.1604
C 1.837 0.905 -1.230  -0.5635
H 2.106 2.289 0.469  0.1697
H -1.509 0.993 -0.285  0.2312
H -1.064 -0.397 2.339  0.2016
H -3.074 -1.209 1.770  0.3404
H -0.947 -2.183 0.109  0.3765
H 1.414 -1.222 -1.811  0.1717
H 1.603 1.529 -2.058  0.2377
H 2.868 0.675 -1.254  0.2290

***

Least stable structure: 1)